This record from the Open Molecules 2025 dataset describes the ion C2H2NO2 with charge -1 in a non-equilibrium geometry. The level of theory is ωB97M-V/def2-TZVPD.

## Properties
molecular weight: 72.0 g mol⁻¹
E: -282.6770 a.u.
largest force on an atom: 3.4 eV/Å
LUMO level: 4.48 eV

Structure (ORCA input):
```
! wB97M-V def2-TZVPD RIJCOSX def2/J DEFGRID3
* xyz -1 1
C -0.85 0.03 0.66
N -0.33 1.03 0.08
C -1.14 2.22 -0.47
O -1.46 1.96 -1.65
O -1.27 3.15 0.30
H 0.00 -0.73 1.12
H -1.90 -0.21 0.68
*
```

***

This record from the Open Molecules 2025 dataset describes a structure of composition C2H2NO2S in a non-equilibrium geometry. The level of theory is ωB97M-V/def2-TZVPD.

## Properties
molecular weight: 104.1 g mol⁻¹
E: -680.7245 a.u.
largest force on an atom: 1.8 eV/Å
LUMO level: 3.99 eV

Structure (ORCA input):
```
! wB97M-V def2-TZVPD RIJCOSX def2/J DEFGRID3
* xyz -1 1
C 0.42 -0.67 -0.23
C -0.11 -0.18 -1.46
N 0.39 0.74 -0.59
O 0.22 1.47 2.12
O -0.43 -0.76 0.94
S -0.71 0.87 1.13
H 1.36 -1.21 -0.11
H -1.14 -0.25 -1.79
*
```